(1)
{
  "formula": "C6H11N",
  "method": "wB97M-V/def2-TZVPD",
  "symbols": ["C", "C", "C", "C", "C", "C", "H", "H", "H", "H", "H", "H", "H", "H", "H", "H", "H", "N"],
  "xyz": [[1.98497, 0.09456, -0.02292], [0.50246, -0.01928, -0.14961], [-0.22311, 1.32265, -0.09990], [-1.41778, -0.68418, -0.02033], [-0.39754, -0.81631, -1.15369], [-0.28108, -0.80613, 1.02379], [2.46194, -0.87299, -0.15008], [2.25195, 0.47413, 0.97397], [2.40490, 0.67927, -0.84851], [-0.04538, 1.98297, -0.95307], [0.10065, 1.84538, 0.74976], [-2.14306, 1.06427, 0.83801], [-2.40679, -1.14145, 0.11573], [-0.12256, -1.84340, -1.30541], [-0.69609, -0.20545, -2.04291], [-0.44276, -0.12435, 1.88534], [0.10228, -1.81433, 1.25938], [-1.63302, 0.86463, -0.09957]],
  "forces_ev_per_angstrom": [[0.4740, -0.5976, -0.8548], [-0.5146, -0.5894, 1.2414], [-0.5702, -0.9111, -1.0059], [-0.4927, 1.9418, 0.3986], [-0.4252, 1.0987, -0.1440], [0.0157, 1.4388, -0.8519], [0.0604, -0.3163, 0.2351], [-0.0003, 0.1565, -0.4434], [0.0382, 0.4022, 0.3697], [0.1167, -0.2426, -0.1735], [0.1658, 0.8592, 1.4823], [1.3056, 0.0916, -2.0657], [0.4869, -0.2487, -0.4629], [0.3833, -0.3273, -0.4123], [0.3955, -1.0618, 0.3241], [0.1963, -0.9194, 0.0170], [-0.1784, 0.5477, -0.1688], [-1.4569, -1.3224, 2.5149]],
  "mulliken_charge": [-1.670, 0.789, -0.838, -0.276, -0.578, -0.652, 0.390, 0.331, 0.373, 0.347, 0.398, 0.283, 0.439, 0.372, 0.286, 0.284, 0.317, -0.597],
  "total_energy_ev": -7888.7863,
  "homo_ha": -0.3265
}

(2)
{
  "formula": "C4H7BrN2",
  "method": "wB97M-V/def2-TZVPD",
  "symbols": ["C", "C", "C", "C", "N", "N", "Br", "H", "H", "H", "H", "H", "H", "H"],
  "xyz": [[-2.15270, 1.88799, -0.25056], [-0.39023, 0.57151, 0.17165], [0.96467, 0.58258, 0.64668], [1.46693, -1.56969, 0.10041], [-1.17566, 1.62099, 0.48177], [1.83206, -0.32438, 0.70394], [3.96268, 0.45278, -0.20778], [-2.93106, 2.56575, -0.03203], [-2.39196, 1.18267, -1.03154], [-0.81342, -0.25784, -0.36350], [1.21505, 1.68131, 1.09989], [0.71667, -1.60760, -0.82933], [2.40247, -2.09297, -0.17178], [0.91991, -2.19558, 0.94709]],
  "forces_ev_per_angstrom": [[-1.4716, -1.6017, -0.9273], [1.3429, -0.4457, 0.4457], [-1.8517, 5.4483, 1.3093], [-1.5468, -2.8561, -0.0007], [1.4855, 0.9714, 1.1856], [0.8242, -1.2074, -0.7863], [-0.1317, -0.0429, 0.0522], [-0.2962, 1.2311, 0.5232], [-0.1158, -0.0267, -0.9150], [-0.1599, -0.3742, -0.2360], [-0.3060, -2.7930, -0.9221], [1.7629, 0.5582, 1.8564], [-0.7056, 0.0991, 0.0894], [1.1698, 1.0394, -1.6746]],
  "mulliken_charge": [-0.225, -0.095, 0.311, -0.766, -0.374, -0.489, -0.171, 0.274, 0.194, 0.296, 0.237, 0.224, 0.273, 0.312],
  "total_energy_ev": -77280.0771,
  "homo_ha": [-0.3325, -0.3237]
}